Entry 1:
Here is a structure of composition C43H35NO2PPtSSb from OMol25. Energies are from ωB97M-V/def2-TZVPD.

Structure (ORCA input):
```
! RIJCOSX wB97M-V def2-TZVPD def2/J DEFGRID3
* xyz 0 3
Pt 0.855 -0.785 0.604
O 1.382 -2.259 4.619
C 1.728 -1.744 3.570
O 1.058 -1.875 2.479
C 3.028 -0.946 3.537
C 3.677 -0.855 4.769
C 4.872 -0.182 4.928
C 5.461 0.426 3.828
C 4.839 0.355 2.599
C 3.623 -0.322 2.425
S 3.064 -0.255 0.745
H 3.196 -1.346 5.604
H 5.344 -0.134 5.900
H 6.397 0.958 3.925
H 5.286 0.834 1.738
N -1.413 -2.463 1.313
C -2.569 -1.701 1.155
C -3.785 -2.317 0.859
C -4.930 -1.565 0.672
C -4.889 -0.182 0.790
C -3.683 0.435 1.075
C -2.512 -0.301 1.242
P -0.908 0.526 1.475
C -0.685 0.675 3.269
C 0.476 1.298 3.725
C 0.702 1.434 5.082
C -0.219 0.934 5.993
C -1.366 0.304 5.545
C -1.605 0.179 4.182
C -1.209 2.234 0.941
C -0.997 2.566 -0.394
C -1.261 3.847 -0.850
C -1.726 4.811 0.032
C -1.924 4.492 1.368
C -1.669 3.208 1.825
H -1.548 -3.447 1.121
H -0.886 -2.348 2.187
H -3.826 -3.397 0.796
H -5.863 -2.065 0.447
H -5.781 0.410 0.650
H -3.643 1.516 1.136
H 1.214 1.657 3.015
H 1.613 1.904 5.429
H -0.029 1.020 7.053
H -2.075 -0.101 6.253
H -2.505 -0.313 3.837
H -0.623 1.817 -1.080
H -1.096 4.090 -1.891
H -1.926 5.814 -0.319
H -2.277 5.246 2.058
H -1.819 2.967 2.869
C 1.262 -4.966 -4.451
C 0.176 -4.167 -4.774
C -0.047 -2.984 -4.082
C 0.817 -2.600 -3.063
C 1.900 -3.410 -2.736
C 2.124 -4.588 -3.432
Sb 0.567 -0.793 -1.981
C 1.856 0.460 -3.094
C 2.550 1.484 -2.462
C 3.396 2.307 -3.194
C 3.551 2.108 -4.556
C 2.860 1.086 -5.193
C 2.017 0.263 -4.464
C -1.297 -0.160 -2.780
C -1.392 0.911 -3.663
C -2.633 1.352 -4.101
C -3.788 0.725 -3.661
C -3.702 -0.347 -2.784
C -2.462 -0.782 -2.342
H 1.435 -5.887 -4.991
H -0.498 -4.463 -5.566
H -0.895 -2.364 -4.343
H 2.570 -3.129 -1.931
H 2.969 -5.213 -3.176
H 2.437 1.646 -1.397
H 3.938 3.100 -2.696
H 4.213 2.748 -5.124
H 2.983 0.927 -6.256
H 1.491 -0.542 -4.965
H -0.497 1.412 -4.011
H -2.697 2.187 -4.786
H -4.756 1.072 -3.998
H -4.599 -0.837 -2.432
H -2.414 -1.611 -1.646
*
```

Computed properties:
E, Eh: -2963.95338
Gap between HOMO and LUMO (spin up / spin down), eV: 7.1344 / 6.4412
Expectation value of S²: 2.013
HOMO energy (spin up / spin down), eV: -6.58 / -7.64
Energy relative to the best compared isomer or geometry (same formula, charge and spin), kcal per mole: 0.00

Atom charges from the Mulliken analysis, given in e for atoms 1 to 5:
1 Pt 3.0319
2 O -0.7574
3 C 0.4653
4 O -0.8544
5 C -0.0791

Entry 2:
Here is a structure of composition C43H36MnN2O4P2S3 from OMol25. Energies are from ωB97M-V/def2-TZVPD.

Structure (ORCA input):
```
! RIJCOSX wB97M-V def2-TZVPD def2/J DEFGRID3
* xyz -1 5
Mn 3.083 -9.738 -20.367
S 1.113 -7.174 -19.782
P 1.329 -8.376 -18.170
C 2.916 -9.093 -18.509
P 4.297 -9.527 -17.469
S 5.702 -9.716 -19.038
C 5.228 -8.482 -16.264
C 6.060 -8.921 -15.225
C 6.640 -7.943 -14.376
C 6.428 -6.575 -14.502
C 5.582 -6.167 -15.542
C 5.093 -7.108 -16.449
C 4.037 -11.009 -16.470
C 4.554 -12.259 -16.729
C 4.490 -13.236 -15.735
C 4.032 -12.920 -14.475
C 3.508 -11.671 -14.237
C 3.491 -10.689 -15.232
C 0.217 -9.796 -18.000
C 0.095 -10.327 -16.706
C -0.712 -11.418 -16.459
C -1.395 -12.014 -17.523
C -1.215 -11.541 -18.812
C -0.452 -10.409 -19.033
C 0.745 -7.429 -16.719
C -0.608 -7.144 -16.529
C -1.026 -6.378 -15.423
C -0.123 -5.877 -14.500
C 1.241 -6.170 -14.681
C 1.660 -6.867 -15.810
H 6.257 -10.001 -15.042
H 7.228 -8.298 -13.510
H 6.869 -5.853 -13.827
H 5.347 -5.128 -15.645
H 4.512 -6.763 -17.324
H 5.033 -12.430 -17.715
H 4.777 -14.232 -15.983
H 4.148 -13.671 -13.697
H 3.090 -11.431 -13.240
H 3.149 -9.669 -15.015
H 0.553 -9.834 -15.845
H -0.745 -11.790 -15.414
H -2.076 -12.872 -17.392
H -1.709 -12.072 -19.639
H -0.448 -9.897 -20.025
H -1.289 -7.646 -17.215
H -2.109 -6.159 -15.361
H -0.442 -5.232 -13.662
H 1.917 -5.936 -13.889
H 2.718 -7.011 -16.008
C 7.717 -15.653 -21.664
C 6.366 -14.987 -21.426
C 5.257 -15.648 -20.840
C 4.017 -15.054 -20.754
C 3.879 -13.719 -21.180
C 4.922 -13.045 -21.790
C 6.153 -13.658 -21.856
S 2.381 -12.804 -20.692
O 2.642 -12.515 -19.300
O 1.112 -13.348 -21.088
N 2.632 -11.337 -21.475
C 2.127 -11.187 -22.734
C 2.000 -12.188 -23.698
C 1.348 -11.860 -24.904
C 0.896 -10.588 -25.201
C 1.286 -9.496 -24.365
C 1.466 -8.151 -24.757
C 2.089 -7.222 -23.874
C 2.494 -7.662 -22.639
N 2.432 -8.944 -22.270
C 1.863 -9.859 -23.091
H 7.749 -16.625 -21.187
H 8.534 -14.963 -21.362
H 7.818 -15.858 -22.737
H 5.421 -16.666 -20.426
H 3.187 -15.630 -20.312
H 4.789 -12.029 -22.211
H 7.000 -13.167 -22.362
H 2.369 -13.179 -23.562
H 1.354 -12.622 -25.689
H 0.365 -10.431 -26.138
H 1.127 -7.871 -25.733
H 2.221 -6.184 -24.176
H 2.945 -7.011 -21.874
C 5.657 -6.345 -20.475
O 5.879 -7.463 -21.418
C 5.368 -8.681 -21.268
O 5.262 -9.504 -22.174
H 5.656 -5.418 -21.076
H 6.507 -6.325 -19.768
H 4.683 -6.472 -19.934
*
```

Computed properties:
E, Eh: -5098.87530
Gap between HOMO and LUMO (spin up / spin down), eV: 6.1254 / 6.2900
Expectation value of S²: 6.164
HOMO energy (spin up / spin down), eV: -3.69 / -3.93
Energy relative to the best compared isomer or geometry (same formula, charge and spin), kcal per mole: 0.00

Atom charges from the Mulliken analysis, given in e for atoms 1 to 5:
1 Mn -0.9290
2 S -0.5023
3 P 0.8668
4 C 0.5206
5 P 0.7527

Entry 3:
Here is a cluster of 2 separate species, C43H36N3O in total from OMol25. Energies are from ωB97M-V/def2-TZVPD.

Structure (ORCA input):
```
! RIJCOSX wB97M-V def2-TZVPD def2/J DEFGRID3
* xyz 1 1
C 0.572 -2.305 -0.878
C 1.824 -2.939 -1.255
C 2.843 -2.294 -1.992
C 3.882 -3.032 -2.561
C 3.958 -4.419 -2.389
C 2.971 -5.075 -1.634
C 1.944 -4.343 -1.051
C -0.584 -3.032 -1.134
C -1.898 -2.683 -0.861
C -2.981 -3.335 -1.533
C -4.182 -2.626 -1.798
C -5.140 -3.166 -2.652
C -4.964 -4.455 -3.190
C -3.815 -5.203 -2.876
C -2.833 -4.655 -2.057
H 0.482 -1.256 -0.658
H 2.749 -1.221 -2.165
H 4.640 -2.521 -3.154
H 4.767 -4.993 -2.837
H 3.000 -6.159 -1.512
H 1.173 -4.851 -0.463
H -0.444 -3.953 -1.719
H -2.110 -1.871 -0.166
H -4.307 -1.634 -1.353
H -6.029 -2.582 -2.890
H -5.725 -4.879 -3.846
H -3.686 -6.216 -3.261
H -1.936 -5.233 -1.813
C 2.633 1.188 -1.221
O 1.394 0.579 -0.793
C 1.128 0.406 0.540
C 2.271 0.095 1.418
C 3.131 1.109 1.884
C 4.189 0.797 2.735
C 4.441 -0.530 3.089
C 3.616 -1.546 2.595
C 2.548 -1.240 1.752
C -0.023 1.040 1.025
N -0.095 1.648 2.254
C 0.518 1.405 3.488
C 0.878 2.532 4.227
C 1.591 2.366 5.415
C 1.844 1.074 5.893
C 1.365 -0.048 5.204
C 0.690 0.113 3.994
N -0.858 2.788 2.218
C -1.345 2.853 1.001
C -2.284 3.901 0.617
C -3.304 3.717 -0.343
C -4.142 4.783 -0.661
C -3.993 6.013 -0.007
C -3.054 6.162 1.024
C -2.221 5.097 1.359
N -0.876 1.814 0.213
C -0.974 1.753 -1.199
C -1.248 0.533 -1.794
C -1.331 0.433 -3.184
C -1.042 1.557 -3.965
C -0.712 2.774 -3.363
C -0.704 2.881 -1.966
H 2.559 1.214 -2.308
H 2.713 2.206 -0.816
H 3.476 0.570 -0.885
H 2.948 2.144 1.587
H 4.824 1.600 3.123
H 5.282 -0.772 3.751
H 3.788 -2.590 2.869
H 1.876 -2.004 1.357
H 0.638 3.518 3.826
H 1.932 3.251 5.955
H 2.404 0.939 6.818
H 1.522 -1.054 5.601
H 0.321 -0.725 3.409
H -3.430 2.739 -0.815
H -4.916 4.644 -1.419
H -4.634 6.852 -0.275
H -2.972 7.099 1.577
H -1.516 5.159 2.190
H -1.394 -0.346 -1.172
H -1.604 -0.523 -3.636
H -1.071 1.487 -5.057
H -0.459 3.649 -3.960
H -0.488 3.830 -1.470
*
```

Computed properties:
E, Eh: -1899.32298
Gap between HOMO and LUMO, eV: 3.5744
HOMO energy, eV: -8.77

Atom charges from the Mulliken analysis, given in e for atoms 1 to 5:
1 C 0.5980
2 C 0.2328
3 C -0.0356
4 C -0.8829
5 C -0.3610

Entry 4:
Here is a structure of composition C43H37AsN12PSTc from OMol25. Energies are from ωB97M-V/def2-TZVPD.

Structure (ORCA input):
```
! RIJCOSX wB97M-V def2-TZVPD def2/J DEFGRID3
* xyz 3 4
Tc 0.112 -0.663 -0.430
C 0.926 -5.062 -3.834
N 0.350 -4.265 -2.746
C -0.618 -4.701 -1.885
C -0.884 -3.668 -1.037
N -0.083 -2.610 -1.372
C 0.658 -2.997 -2.416
P 1.726 -1.901 -3.413
C 0.505 -0.558 -3.502
N -0.113 -0.005 -2.455
C -1.033 0.874 -2.966
C -0.946 0.867 -4.322
N 0.032 -0.033 -4.645
C 0.436 -0.389 -6.010
C 2.683 -1.267 -2.009
N 2.174 -0.911 -0.823
C 3.236 -0.690 0.018
C 4.387 -0.898 -0.674
N 4.023 -1.259 -1.943
C 4.961 -1.596 -3.021
H 0.807 -6.113 -3.589
H 0.413 -4.851 -4.770
H 1.985 -4.842 -3.933
H -1.029 -5.695 -1.940
H -1.586 -3.601 -0.226
H -1.703 1.425 -2.335
H -1.483 1.423 -5.071
H -0.089 0.265 -6.700
H 1.506 -0.247 -6.134
H 0.166 -1.420 -6.225
H 3.114 -0.418 1.048
H 5.417 -0.823 -0.370
H 5.955 -1.284 -2.715
H 4.963 -2.670 -3.198
H 4.689 -1.067 -3.930
C -4.981 0.933 -0.415
N -4.766 -0.188 0.499
C -5.771 -0.770 1.234
C -5.208 -1.739 1.974
N -3.851 -1.754 1.686
C -3.592 -0.795 0.763
S -2.228 -0.183 -0.122
C -2.958 -2.653 2.371
C -3.325 -3.166 3.608
C -2.497 -4.118 4.171
C -1.341 -4.497 3.500
C -1.054 -3.875 2.302
N -1.854 -2.965 1.735
H -5.977 1.323 -0.230
H -4.904 0.597 -1.447
H -4.247 1.711 -0.221
H -6.794 -0.446 1.166
H -5.664 -2.444 2.642
H -4.198 -2.824 4.143
H -2.745 -4.548 5.132
H -0.675 -5.245 3.906
H -0.150 -4.118 1.752
N 0.375 -1.065 1.486
C 0.406 -0.976 2.654
C 0.385 -0.911 4.011
C -0.857 -1.001 4.696
N -1.861 -1.059 5.254
C 1.592 -0.662 4.720
N 2.588 -0.439 5.252
C -2.428 3.368 3.648
C -2.785 3.375 2.304
C -1.902 2.898 1.349
C -0.652 2.423 1.737
C -0.286 2.431 3.078
C -1.182 2.900 4.032
As 0.583 1.811 0.381
C 0.766 3.302 -0.830
C -0.158 3.838 -1.714
C 0.164 4.985 -2.425
C 1.403 5.586 -2.249
C 2.317 5.063 -1.348
C 2.004 3.920 -0.622
C 2.854 3.331 0.436
C 4.086 3.827 0.848
C 4.752 3.241 1.914
C 4.198 2.157 2.587
C 2.977 1.646 2.175
C 2.317 2.227 1.103
H -3.116 3.746 4.392
H -3.746 3.773 2.002
H -2.177 2.931 0.301
H 0.698 2.110 3.391
H -0.892 2.917 5.074
H -1.140 3.407 -1.837
H -0.557 5.418 -3.106
H 1.649 6.484 -2.800
H 3.265 5.563 -1.201
H 4.524 4.684 0.354
H 5.704 3.642 2.234
H 4.706 1.718 3.435
H 2.553 0.809 2.715
*
```

Computed properties:
E, Eh: -5373.16188
Gap between HOMO and LUMO (spin up / spin down), eV: 7.2458 / 5.0184
Expectation value of S²: 3.810
HOMO energy (spin up / spin down), eV: -15.14 / -15.14
Energy relative to the best compared isomer or geometry (same formula, charge and spin), kcal per mole: 14.89

Atom charges from the Mulliken analysis, given in e for atoms 1 to 5:
1 Tc 0.5727
2 C -0.7996
3 N 0.1660
4 C -0.9305
5 C -0.9309

Entry 5:
Here is a structure of composition C43H37CdCl2NO4SSb2 from OMol25. Energies are from ωB97M-V/def2-TZVPD.

Structure (ORCA input):
```
! RIJCOSX wB97M-V def2-TZVPD def2/J DEFGRID3
* xyz 0 1
Cd -0.434 -0.086 -1.509
Cl -4.300 2.849 -0.096
C -4.369 1.162 -0.496
C -5.604 0.544 -0.487
C -5.690 -0.822 -0.733
Cl -7.233 -1.642 -0.648
C -4.532 -1.559 -0.991
C -4.553 -2.925 -1.362
C -3.383 -3.621 -1.565
C -2.198 -2.868 -1.510
N -2.135 -1.574 -1.256
C -3.284 -0.908 -0.975
C -3.165 0.553 -0.822
O -2.037 1.185 -0.919
H -6.463 1.168 -0.367
H -5.509 -3.381 -1.416
H -3.419 -4.679 -1.741
H -1.250 -3.382 -1.694
C 2.254 -1.205 1.435
C 1.340 -2.154 2.189
C -0.210 -1.897 2.121
Sb -1.371 -0.253 2.899
C -1.044 -0.567 5.016
C 0.119 -1.011 5.657
C 0.130 -1.223 7.016
C -0.984 -1.071 7.763
C -2.114 -0.577 7.187
C -2.186 -0.338 5.823
C -0.012 1.337 2.573
C 1.169 1.419 3.303
C 2.023 2.488 3.086
C 1.679 3.508 2.234
C 0.532 3.437 1.472
C -0.326 2.330 1.676
Sb 1.988 -0.980 -0.639
C 3.682 0.238 -1.014
C 3.642 1.219 -2.015
C 4.819 1.925 -2.291
C 5.971 1.683 -1.577
C 5.991 0.703 -0.625
C 4.827 0.036 -0.297
C 2.577 -2.853 -1.429
C 3.158 -3.835 -0.620
C 3.513 -5.039 -1.202
C 3.350 -5.265 -2.564
C 2.791 -4.274 -3.349
C 2.355 -3.092 -2.772
H 3.322 -1.524 1.542
H 2.233 -0.191 1.876
H 1.715 -2.242 3.242
H 1.419 -3.167 1.807
H -0.689 -2.822 2.523
H -0.526 -1.963 1.087
H 1.081 -1.119 5.159
H 1.043 -1.533 7.504
H -0.939 -1.283 8.827
H -2.950 -0.318 7.821
H -3.106 0.039 5.391
H 1.397 0.655 4.029
H 2.925 2.517 3.658
H 2.299 4.376 2.115
H 0.277 4.248 0.846
H -1.215 2.324 1.027
H 2.697 1.466 -2.493
H 4.809 2.767 -2.971
H 6.869 2.265 -1.781
H 6.893 0.572 -0.012
H 4.822 -0.657 0.571
H 3.387 -3.713 0.414
H 4.015 -5.777 -0.562
H 3.700 -6.140 -3.081
H 2.734 -4.413 -4.396
H 1.829 -2.350 -3.379
C -3.347 5.255 -2.640
C -2.508 4.061 -3.022
C -2.984 3.058 -3.873
C -2.145 2.058 -4.384
C -0.835 2.034 -3.965
C -0.386 2.866 -2.966
C -1.205 3.906 -2.526
S 0.055 0.639 -4.552
O 1.440 0.703 -4.190
O -0.222 0.481 -5.956
O -0.629 -0.414 -3.710
H -4.381 4.912 -2.352
H -3.435 5.985 -3.470
H -2.859 5.797 -1.820
H -3.991 3.167 -4.292
H -2.518 1.357 -5.149
H 0.682 2.804 -2.617
H -0.878 4.609 -1.749
*
```

Computed properties:
E, Eh: -3983.27211
Gap between HOMO and LUMO, eV: 7.4021
HOMO energy, eV: -7.63

Atom charges from the Mulliken analysis, given in e for atoms 1 to 5:
1 Cd 3.2591
2 Cl -0.2492
3 C 0.8737
4 C -0.7782
5 C 0.6558